Record 1
Here is 3 unconnected molecules or ions with the total composition C11H33ClN4O9P3 in a non-equilibrium geometry from the Open Molecules 2025 dataset. Energies are from ωB97M-V/def2-TZVPD.

Geometry (Å):
N (-2.331427, 1.678447, 0.699699)
C (-1.949389, 1.555506, -0.708314)
C (-2.241141, 0.122801, -1.148437)
C (-2.006601, -0.089184, -2.646382)
C (-1.535632, -1.478346, -3.112229)
N (-0.958271, -2.420220, -2.053553)
C (-1.811468, -3.297678, -1.506245)
N (-1.715390, -4.664263, -1.820307)
N (-2.765885, -2.913080, -0.606537)
P (0.549259, -3.116917, -2.798538)
O (1.000174, -4.168876, -1.646806)
Cl (-0.013992, -4.286614, -4.343920)
H (-3.178335, 1.164110, 0.899846)
H (-2.451915, 2.652033, 0.944633)
H (-0.878253, 1.738170, -0.797536)
H (-2.533190, 2.230951, -1.343440)
H (-1.644925, -0.533576, -0.512072)
H (-3.290644, -0.085133, -0.911482)
H (-2.949977, 0.115006, -3.154385)
H (-1.304848, 0.663408, -3.005388)
H (-2.284412, -2.036795, -3.671133)
H (-0.706990, -1.323693, -3.808497)
H (-2.690299, -4.960268, -1.899238)
H (-1.380658, -5.199328, -1.012328)
H (-2.627354, -3.159368, 0.361267)
H (-3.540916, -2.324910, -0.864217)
H (1.448077, -3.688089, -0.935773)
C (-2.066023, 4.786121, 7.794021)
O (-2.049125, 3.966043, 6.609934)
P (-3.338196, 3.919762, 5.670653)
O (-4.261876, 2.861748, 6.099791)
O (-2.563159, 3.589490, 4.307931)
C (-2.112772, 2.252365, 4.099397)
O (-4.086565, 5.176490, 5.072769)
C (-5.038422, 5.858502, 5.919976)
H (-1.113199, 4.649266, 8.295556)
H (-2.179171, 5.839070, 7.533612)
H (-2.872771, 4.477182, 8.460708)
H (-2.729115, 1.530786, 4.637130)
H (-1.075361, 2.154946, 4.424644)
H (-2.166180, 2.045467, 3.034772)
H (-4.704570, 5.903119, 6.956106)
H (-5.993903, 5.341427, 5.868519)
H (-5.143729, 6.869445, 5.537732)
C (4.198521, -3.179195, -2.532370)
O (4.542456, -2.213017, -3.527296)
P (6.028906, -1.589279, -3.546870)
O (6.075989, -0.404881, -2.681378)
O (6.068757, -1.281910, -5.109310)
C (5.356301, -0.149543, -5.609460)
O (7.382233, -2.398964, -3.553421)
C (7.890722, -2.892818, -2.293749)
H (3.149862, -3.426223, -2.685801)
H (4.794134, -4.087555, -2.633941)
H (4.328936, -2.761353, -1.529376)
H (5.266763, 0.626749, -4.849889)
H (4.364175, -0.454159, -5.946298)
H (5.916191, 0.238450, -6.456475)
H (7.092384, -3.243310, -1.639934)
H (8.443815, -2.097849, -1.799209)
H (8.555329, -3.721472, -2.518213)

Cartesian forces, eV/Å:
N 0.48 0.01 -0.26
C -0.72 -0.51 0.32
C 0.06 0.15 0.14
C -0.23 -0.11 0.16
C 0.17 0.92 0.43
N -0.83 -1.86 -1.83
C 0.29 0.53 0.78
N -0.01 0.14 1.11
N -0.41 -0.08 -0.96
P 0.76 1.18 0.08
O -0.65 -0.21 -0.02
Cl -0.13 -0.19 0.20
H -0.17 0.26 -0.01
H -0.13 -0.06 0.18
H -0.03 0.23 -0.19
H 0.31 0.14 -0.16
H 0.13 -0.09 -0.17
H -0.01 -0.02 0.02
H 0.08 0.07 -0.15
H 0.14 -0.09 0.04
H -0.13 -0.02 0.16
H 0.07 -0.15 0.04
H 0.02 -0.08 0.15
H 0.51 -0.18 -0.37
H -0.48 -0.55 -0.06
H 0.40 0.70 0.30
H 0.24 -0.07 -0.03
C -0.03 -0.16 0.13
O -0.48 1.79 0.37
P 0.22 -2.89 -2.32
O -0.22 0.41 0.58
O -0.30 -0.06 0.02
C 0.20 -0.12 0.04
O 0.70 1.03 1.35
C -0.15 0.00 -0.11
H 0.01 -0.05 -0.03
H 0.03 -0.01 -0.03
H 0.01 -0.02 0.01
H -0.05 0.08 0.04
H -0.01 0.01 0.03
H 0.06 0.02 0.06
H -0.01 -0.01 0.00
H 0.02 -0.04 0.04
H 0.05 -0.01 -0.05
C -0.07 0.23 0.09
O 0.84 -1.61 0.59
P 0.12 3.19 -2.15
O -0.07 -0.46 0.66
O 0.11 0.10 0.18
C -0.12 0.05 -0.09
O -0.94 -1.52 0.76
C 0.19 0.09 -0.01
H 0.21 -0.04 -0.03
H -0.02 -0.01 -0.03
H -0.01 -0.02 0.00
H 0.03 -0.02 0.02
H 0.00 -0.02 0.03
H 0.02 -0.03 0.00
H 0.00 0.01 0.00
H -0.05 0.03 0.02
H -0.01 0.01 -0.07

LUMO energy = -5.3 eV
HOMO = -11.66 eV
Total charge = +1
Gap between HOMO and LUMO = 6.4 eV


Record 2
Here is a molecular structure, C11H33CoFN11O26P in a non-equilibrium geometry from the Open Molecules 2025 dataset. Energies are from ωB97M-V/def2-TZVPD.

Geometry (Å):
Co (24.655080, 14.889190, 20.292320)
P (24.599480, 15.753290, 22.798140)
O (23.342120, 16.626150, 23.136830)
O (25.703080, 16.582450, 23.430270)
O (24.796370, 16.417280, 21.451930)
O (24.718030, 14.363260, 22.193160)
F (24.473190, 13.343090, 19.012750)
C (24.700770, 11.956560, 16.147650)
N (24.294570, 11.881200, 14.711400)
O (23.442880, 11.024850, 14.368820)
O (24.715230, 12.781830, 13.969190)
H (25.387240, 11.143560, 16.384020)
H (23.762170, 11.842850, 16.690050)
H (25.210150, 12.891160, 16.382530)
C (26.078170, 11.352820, 20.722880)
N (27.171120, 10.671210, 19.947870)
O (26.897920, 9.629990, 19.318150)
O (28.352890, 11.112080, 19.983260)
H (25.076410, 11.097390, 20.377430)
H (26.196390, 12.436290, 20.708010)
H (26.217860, 10.924990, 21.715620)
C (28.575340, 10.433890, 16.639120)
N (28.392800, 10.525070, 15.183540)
O (29.036650, 9.725050, 14.448660)
O (27.553980, 11.262790, 14.669590)
H (28.544220, 9.352780, 16.774470)
H (27.816810, 11.035540, 17.139880)
H (29.583810, 10.739270, 16.918090)
C (21.664170, 14.528520, 16.869990)
N (21.650580, 15.994790, 16.783170)
O (22.299100, 16.479530, 15.810120)
O (20.950950, 16.613640, 17.589530)
H (20.670610, 14.164610, 17.131720)
H (22.390440, 14.277420, 17.643020)
H (21.946440, 14.123650, 15.898140)
C (22.352320, 12.721500, 23.267170)
N (23.113010, 11.437170, 23.266720)
O (24.053920, 11.370760, 24.064410)
O (22.617030, 10.516660, 22.628040)
H (23.013030, 13.481380, 23.684490)
H (21.437700, 12.606500, 23.848850)
H (22.090920, 12.879370, 22.220830)
C (21.286680, 17.207330, 21.090200)
N (21.485580, 15.764880, 20.689980)
O (22.387890, 15.519120, 19.880190)
O (20.805740, 14.975930, 21.327930)
H (21.072890, 17.338370, 22.150970)
H (20.586610, 17.662090, 20.389350)
H (22.283010, 17.629910, 20.960330)
C (24.267780, 7.905210, 19.903790)
N (24.070140, 6.714950, 19.094910)
O (23.190600, 6.739450, 18.229530)
O (24.826220, 5.751100, 19.201430)
H (23.964180, 8.747890, 19.282670)
H (25.333990, 7.953460, 20.125090)
H (23.618950, 7.949250, 20.778540)
C (24.542520, 18.574170, 17.963820)
N (24.829170, 17.132420, 17.668240)
O (24.516510, 16.355500, 18.549330)
O (25.293500, 16.880870, 16.578760)
H (25.346250, 18.799990, 18.664620)
H (23.603750, 18.648830, 18.512670)
H (24.589290, 19.195360, 17.069370)
C (27.867230, 14.670530, 21.982980)
N (27.639390, 15.514870, 20.784630)
O (26.785740, 15.064990, 20.027100)
O (28.232510, 16.595690, 20.621170)
H (27.813460, 15.455080, 22.737760)
H (28.877380, 14.296360, 21.816570)
H (27.069820, 13.930180, 22.047210)
C (27.928050, 14.798990, 16.114760)
N (28.235490, 14.278400, 17.498840)
O (27.485800, 13.371860, 17.909010)
O (29.037400, 14.971160, 18.145570)
H (28.821720, 14.985170, 15.519120)
H (27.356570, 15.713250, 16.274860)
H (27.228000, 14.114820, 15.635220)
C (21.502560, 11.828520, 19.477030)
N (21.674670, 11.076530, 18.224620)
O (20.958820, 11.345610, 17.294160)
O (22.522070, 10.195610, 18.200750)
H (20.476670, 12.196830, 19.480240)
H (22.148410, 12.700750, 19.577950)
H (21.646600, 11.140390, 20.309990)

Cartesian forces, eV/Å:
Co -0.03 0.43 0.17
P -0.54 8.29 0.66
O -2.04 -3.49 1.68
O 2.40 -2.63 3.36
O 0.27 1.53 -8.19
O -0.51 -4.88 2.08
F -0.28 0.32 0.32
C -0.15 -0.25 0.25
N -1.14 0.53 -1.33
O 2.12 1.62 0.72
O -0.52 -1.60 0.81
H -0.30 -0.15 -0.19
H 0.37 0.00 0.16
H -0.35 -0.03 -0.29
C 0.25 -0.12 0.34
N 2.13 -0.54 -1.29
O 0.09 1.62 0.98
O -3.13 -0.70 0.24
H 0.43 -0.15 -0.47
H 0.24 -0.24 -0.08
H -0.05 0.33 0.21
C 0.17 -0.35 0.05
N -0.05 -0.95 -3.79
O -0.59 1.40 2.06
O 0.81 -0.20 1.46
H -0.36 0.21 0.60
H 0.14 -0.30 -0.07
H -0.10 0.24 -0.25
C 0.00 -0.64 0.00
N -0.14 1.24 -1.68
O -1.49 -0.43 2.67
O 1.32 -0.43 -1.35
H 0.14 0.25 0.19
H 0.11 -0.13 0.06
H 0.16 0.20 0.20
C 0.44 0.28 -0.57
N -0.40 0.38 2.22
O -0.93 -0.64 -1.62
O 0.97 -0.04 -0.02
H -0.26 0.01 -0.38
H 0.17 -0.35 0.05
H 0.07 0.44 0.25
C 1.27 0.38 -0.66
N 0.54 1.13 1.55
O -1.84 -0.45 0.80
O 0.49 -0.60 -1.20
H -0.26 -0.68 -0.26
H -0.16 -0.18 0.08
H 0.03 0.06 -0.03
C 0.38 1.18 0.08
N -0.64 -1.71 -2.14
O 0.49 0.24 1.15
O -0.28 0.83 0.65
H 0.16 -0.09 0.00
H -0.32 0.04 0.26
H 0.15 -0.53 0.04
C 0.49 -0.10 0.69
N -1.31 0.68 0.35
O 0.41 0.31 -1.30
O 0.48 -0.54 -0.07
H -0.05 0.37 0.04
H 0.08 -0.20 -0.22
H 0.00 -0.42 0.07
C 0.70 1.37 -0.23
N -0.35 1.21 -0.53
O 0.96 0.62 -0.76
O -1.06 -2.47 0.30
H -0.14 -0.52 0.70
H -0.05 -0.28 0.35
H 0.24 0.32 0.10
C -0.65 -0.27 0.00
N -1.12 0.88 0.44
O 2.15 1.38 -0.44
O -1.03 -1.99 -0.69
H 0.01 -0.13 0.39
H 0.27 0.10 0.13
H 0.38 -0.20 0.02
C -0.97 0.28 0.95
N 1.00 -0.54 0.43
O -0.44 0.35 -0.67
O -0.21 0.34 0.04
H 0.06 -0.08 -0.04
H 0.55 -0.24 -0.46
H 0.21 0.09 -0.13

LUMO energy (alpha / beta) = 3.4 / 3.4 eV
HOMO (alpha / beta) = -0.76 / -0.65 eV
Total charge = -2
Gap between HOMO and LUMO (alpha / beta) = 4.2 / 4.1 eV
2S+1 = 4


| no. | E (eV) |
| --- | --- |
| 1 | -76715.53344 |
| 2 | -131173.72844 |